[1]
126
Properties=species:S:1:pos:R:3:mulliken_charge:R:1 method="wB97M-V/def2-TZVPD" total_charge=-1 e_homo_ev=-3.54 e_tot_ha=-2257.08855 spin_multiplicity=1 homo_lumo_gap_ev=5.1067
H 4.84 -4.04 3.08 0.20
H -2.01 -3.12 6.98 0.35
C -2.57 4.82 -2.06 -0.27
H -4.70 5.54 1.61 0.42
H 3.71 -2.47 -3.71 0.29
H 7.48 -1.80 -3.62 0.35
C -7.26 -1.21 -3.76 0.28
H 9.28 2.29 3.40 0.35
H -3.54 -3.50 6.17 0.32
H 9.89 -0.14 3.22 0.33
H -7.15 2.31 -1.04 -0.08
H -4.31 4.31 -7.44 0.32
H 1.02 0.44 -0.02 0.31
H -4.50 4.28 0.38 -0.01
N -1.99 2.94 -3.64 -0.26
C -2.32 -3.69 3.05 0.29
C 3.61 -2.35 2.82 0.32
H -2.60 -1.28 5.44 0.37
C -0.04 -1.09 1.08 -0.11
H 7.76 1.96 2.56 0.36
H -2.04 -4.29 5.66 0.33
C -4.47 5.38 0.53 0.06
C -4.09 3.61 -6.63 -0.99
C -1.38 -0.51 0.83 0.06
H -6.65 -2.87 -2.63 0.27
H -7.80 -0.40 -1.21 0.29
C -7.07 -1.21 -1.29 -0.38
C -1.42 3.20 -0.81 -0.08
H 7.43 -0.76 -5.03 0.34
H 5.69 -2.51 -5.22 0.31
H -3.27 6.85 -1.69 0.33
H 4.39 -7.80 6.56 0.29
C -3.00 5.86 0.31 -0.97
C -7.36 -2.04 -2.55 -0.46
H -2.30 5.18 0.84 0.30
H 4.97 -0.91 -5.15 0.33
N 5.90 -3.92 -1.96 -0.55
H -2.33 3.29 -0.19 0.07
H -1.39 2.13 -1.17 -0.12
C 0.92 -0.65 -0.03 -0.05
H 6.74 -0.20 -3.51 0.31
H -1.70 1.11 -6.20 0.28
C 4.94 -2.95 3.06 -0.38
H -2.55 5.18 -3.11 0.29
H -5.50 -0.04 -0.38 0.29
H -5.54 0.10 -2.13 0.31
C -2.21 -2.21 5.02 -0.41
N -2.42 -0.05 0.64 -0.49
H 5.30 -2.63 4.04 0.42
C -2.63 6.10 -1.17 -0.72
H -5.74 5.80 -2.63 -0.42
H 3.52 -7.10 4.33 0.30
H -3.91 4.20 -5.73 0.23
H -4.90 -1.38 -1.37 0.43
H -4.98 3.00 -6.46 0.29
H -3.95 -2.56 3.77 0.35
O -6.02 3.87 -1.58 -0.61
H 6.90 -2.94 2.17 0.39
H 0.32 -0.75 2.05 0.31
H -1.14 -2.08 4.90 0.24
C 5.36 -3.12 -2.58 0.29
H 1.22 -0.80 -2.17 0.29
N 2.57 -1.90 2.64 -0.45
H -5.17 7.18 -0.54 0.31
C -5.55 6.17 -0.29 -0.98
C 4.66 -2.07 -3.37 -0.21
H -2.67 -1.61 3.00 -0.09
H -3.41 1.04 -5.74 0.24
H 5.36 -4.03 0.51 0.30
H -7.70 2.98 -2.63 0.22
H -2.02 3.39 -7.15 0.29
H -0.47 -0.66 -1.70 0.38
H 6.03 -1.43 1.98 0.25
H -7.18 -1.84 -0.41 0.33
C -2.89 2.75 -6.98 -0.43
H -0.13 -2.18 1.10 0.31
N -7.19 -0.56 -4.71 -0.47
C -2.87 -2.45 3.66 0.04
H -7.84 4.32 0.13 0.17
O -7.65 5.52 -1.53 -0.64
C -2.24 2.40 -4.63 0.15
H -3.08 2.22 -7.92 0.30
C 5.52 -1.65 -4.56 -0.52
H -8.36 -2.47 -2.49 0.30
C -2.47 -3.35 6.01 -1.23
H -3.47 4.17 -1.98 0.43
H 6.21 -2.64 -0.17 0.39
H 3.51 -6.48 7.34 0.28
C 8.91 1.19 0.24 0.20
H 4.46 -1.22 -2.72 0.24
O -1.35 4.07 -1.92 -0.39
C 5.91 -2.52 1.97 -0.61
H 1.72 -5.40 4.19 0.33
C 2.43 -5.38 5.01 -0.89
H 1.92 -5.01 5.90 0.33
C 9.17 0.30 2.53 -0.04
C -7.29 3.25 -1.63 -0.13
N 6.03 -5.18 5.94 -0.45
H 1.91 -1.06 0.19 -0.07
C -2.56 1.71 -5.90 -0.48
C 4.00 -6.79 6.42 -0.46
H 10.67 1.36 1.38 0.31
C 3.02 -6.76 5.24 -0.44
B -6.16 5.34 -1.58 0.78
N 8.16 1.63 -0.51 -0.44
H 10.32 -0.26 0.79 0.28
C -5.67 -0.60 -1.30 -1.18
H 3.21 -4.66 4.75 0.06
H -6.41 6.34 0.41 0.21
C 8.54 1.52 3.19 -1.24
C 9.88 0.64 1.21 -0.38
H 8.07 1.24 4.14 0.33
H -1.60 6.53 -1.17 0.44
H 4.52 -2.49 0.29 0.18
C 0.49 -1.10 -1.42 -1.24
H 2.20 -7.46 5.44 0.32
C 5.14 -5.88 6.15 0.31
C 5.47 -2.95 0.57 -1.06
H 0.39 -2.19 -1.46 0.34
C 6.87 -1.07 -4.15 -1.17
C -8.19 4.36 -0.93 -0.47
H -0.49 3.34 -0.21 0.20
H -2.91 6.84 0.83 0.36
H -9.28 4.19 -1.09 0.31
N -1.90 -4.65 2.58 -0.56
H 8.40 -0.45 2.35 -0.05


[2]
134
Properties=species:S:1:pos:R:3:mulliken_charge:R:1 method="wB97M-V/def2-TZVPD" e_homo_ev=-8.85 e_tot_ha=-3666.71920 spin_multiplicity=1 homo_lumo_gap_ev=7.8706
C -1.22 -3.28 -6.30 -1.52
H -1.21 0.91 0.67 0.22
H 0.62 -1.17 -1.09 0.74
N -0.92 4.28 2.71 0.01
C -3.09 0.43 1.44 1.33
H 5.90 0.16 1.86 0.17
C -3.68 -2.34 3.91 -0.74
H 7.24 1.91 5.14 0.27
C -3.70 -0.87 1.83 -0.23
H -2.53 -0.15 7.65 0.47
H -4.55 3.52 -6.13 0.32
H -8.03 0.65 6.09 0.50
H 0.71 -2.40 -6.25 0.44
C -1.88 -0.71 -0.52 -1.83
H 0.53 3.14 1.58 0.33
H -1.58 1.81 -7.26 0.39
C 4.34 1.54 -3.09 -0.66
C -3.80 -2.42 5.30 -0.34
H 2.34 -3.88 1.06 0.44
H -1.50 -2.61 0.45 0.47
H -6.80 -0.36 5.37 0.27
H 1.03 4.77 2.01 0.43
N 1.45 -1.98 0.62 0.56
C -7.08 0.17 6.28 -1.35
N -6.45 2.22 7.42 -0.76
C -0.31 4.51 4.04 -0.91
O 3.23 -0.60 0.29 -0.57
H 4.62 2.31 -3.81 0.36
C -3.02 3.44 -7.45 0.37
N -3.99 4.19 -6.64 -0.74
H 0.68 -4.19 -4.47 0.46
H -3.80 -0.27 -5.68 0.23
P -4.19 -1.51 7.93 0.19
H 8.56 1.71 -2.36 0.35
H -1.58 2.98 -5.94 0.33
H -3.64 -3.39 5.75 0.07
H -4.61 0.79 -6.83 0.30
H 7.41 2.43 -3.49 0.34
H 1.28 -2.61 -3.98 -0.04
C 3.28 -2.53 -1.05 -0.55
C 2.69 -1.63 0.00 0.04
O -3.01 1.59 -5.78 -0.35
H -4.67 2.33 -8.36 0.28
H -3.12 2.11 -9.18 0.34
C -4.07 -1.31 6.10 2.11
H -0.12 5.57 4.17 0.35
H 5.98 -2.17 4.72 0.35
H 4.32 -2.26 -1.17 0.22
H -2.79 -1.18 -0.86 0.65
N 7.15 -0.67 -2.16 -0.67
O -4.08 -1.67 1.02 -0.55
H -2.19 -3.18 -5.83 0.28
H 3.18 -3.58 -0.81 0.40
C -1.55 2.98 2.75 0.43
C -3.85 -1.08 3.31 0.27
H -7.22 -0.56 7.07 0.32
H -0.98 4.20 4.83 0.32
H -1.31 -1.18 -4.56 0.16
C 7.24 0.27 -3.27 0.31
C 7.53 1.67 -2.72 -1.37
H 1.63 -3.02 2.43 0.26
H -1.86 -4.16 -2.14 0.24
C -4.63 1.18 6.31 -1.83
C -1.56 -4.01 -3.18 -0.87
H 6.04 0.98 -4.96 0.41
N 3.59 -0.19 3.37 -0.58
H -4.08 1.25 7.24 0.68
O -0.49 -3.07 -3.18 0.10
O -2.99 -0.50 8.43 -0.45
H 0.63 3.98 4.17 0.35
H -7.45 2.16 7.63 0.29
C 0.36 -1.94 -0.37 -1.34
H 4.25 -2.52 4.72 0.37
C -2.86 2.86 2.00 -1.57
H 4.69 -1.74 2.53 0.08
H 2.75 -2.37 -1.98 -0.08
C 6.77 0.96 4.90 -0.64
H 6.01 0.76 5.66 0.22
H 0.27 -2.88 -0.92 0.23
H 0.11 -0.55 -4.96 0.23
C 1.52 -3.24 1.38 -1.08
H 3.41 0.19 2.44 0.22
H -4.02 3.62 -9.36 0.35
H 0.59 -3.79 1.22 0.33
H 6.96 -0.72 2.95 0.48
H -2.73 3.09 0.95 0.39
H -1.33 -0.41 -1.41 0.59
H -2.51 1.37 -0.39 0.56
H -2.43 -3.63 -3.72 0.23
H 4.74 1.79 -2.10 0.17
C 6.03 -0.13 2.90 -0.71
H 4.84 -1.06 5.50 0.31
C -3.64 0.50 -6.43 -0.69
H -3.49 4.70 -5.92 0.27
H -0.77 -1.26 1.28 0.39
H -2.29 4.15 -7.85 0.41
S -3.31 -3.84 3.03 -0.23
C -4.31 1.31 3.36 -0.85
H -3.01 0.09 -7.23 0.28
H 7.09 -1.62 -2.52 0.30
O -1.09 2.05 3.36 -0.53
N -0.64 -1.13 -5.33 -0.42
C -0.14 -2.48 -5.57 0.21
H -1.99 -3.70 2.83 0.16
C 4.82 -0.98 3.31 0.94
C -6.10 1.24 6.70 0.78
C -4.28 -0.04 5.51 -0.32
C -3.40 1.48 2.21 0.98
H -0.97 -4.35 -6.34 0.37
C -0.99 -1.66 0.30 -0.35
C -4.14 0.03 4.11 0.74
H -4.42 2.10 5.77 0.41
H 7.53 0.18 4.93 0.30
C 0.38 -3.14 -4.29 -0.55
I -3.16 -3.70 8.43 -0.14
H 6.26 -0.52 -1.69 0.21
H 6.01 -0.76 -4.69 0.30
O 6.19 1.08 3.62 -0.42
O 4.76 0.25 -3.50 -0.19
H -0.20 4.50 0.74 0.29
H -1.25 -4.97 -3.60 0.38
C 4.99 -1.72 4.64 -1.65
C -2.17 0.57 0.26 -0.96
H -1.32 -2.93 -7.32 0.38
C 0.18 4.17 1.70 -0.94
H 8.09 -0.02 -3.89 0.46
O -5.12 2.16 3.66 -0.63
C -3.75 2.83 -8.65 -1.39
H -3.53 3.60 2.43 0.45
H 3.77 0.62 3.95 0.34
C -2.23 2.42 -6.62 -0.71
H 6.88 1.92 -1.88 0.24
H 3.25 1.52 -3.01 0.21
C 6.00 0.21 -4.18 -0.78